1.
# C62H84Br3HfN10O11

A structure of composition C62H84Br3HfN10O11 (ωB97M-V with the def2-TZVPD basis set, OMol25).

Last column: Löwdin charge in e.
Positions of all 171 atoms, in Å:
Hf: -4.40 0.25 -2.07  0.861
C: -7.02 4.06 1.70  -0.022
C: -6.18 3.98 3.06  -0.426
C: -7.25 4.23 4.10  -0.166
C: -6.84 3.92 5.59  -0.166
C: -6.40 2.48 5.64  -0.133
C: -5.27 2.03 4.64  -0.473
N: -5.62 2.55 3.31  0.040
O: -4.85 2.11 2.24  0.002
C: -5.05 0.48 4.66  -0.009
C: -4.00 2.64 5.19  -0.031
C: -5.22 5.14 3.16  -0.008
H: -7.58 3.12 1.62  0.084
H: -6.46 4.24 0.79  0.078
H: -7.77 4.85 1.69  0.094
H: -8.19 3.74 3.86  0.122
H: -7.51 5.28 4.19  0.120
H: -7.66 4.18 6.27  0.121
H: -6.10 4.64 5.94  0.107
H: -7.34 1.95 5.49  0.124
H: -6.04 2.24 6.65  0.125
H: -4.27 0.13 3.98  0.083
H: -6.02 0.04 4.47  0.086
H: -4.75 0.05 5.61  0.092
H: -3.10 2.27 4.70  0.102
H: -3.85 2.41 6.24  0.100
H: -4.19 3.71 5.26  0.073
H: -4.21 4.82 3.40  0.085
H: -5.58 5.98 3.75  0.100
H: -5.21 5.48 2.12  0.084
C: 1.42 -1.03 1.17  -0.048
C: 2.26 -0.57 -0.06  -0.411
C: 3.47 -1.56 -0.08  -0.146
C: 4.41 -1.31 -1.32  -0.174
C: 3.59 -1.55 -2.59  -0.152
C: 2.26 -0.72 -2.65  -0.482
N: 1.51 -0.67 -1.39  0.029
O: 0.23 0.08 -1.40  -0.080
C: 1.47 -1.48 -3.71  -0.045
C: 2.65 0.68 -3.24  -0.010
C: 2.96 0.81 0.35  -0.019
H: 1.91 -1.17 2.14  0.083
H: 0.98 -2.02 1.03  0.084
H: 0.75 -0.20 1.38  0.076
H: 3.20 -2.62 -0.11  0.113
H: 4.03 -1.58 0.85  0.118
H: 5.15 -2.11 -1.25  0.108
H: 4.93 -0.35 -1.28  0.098
H: 3.48 -2.63 -2.57  0.116
H: 4.25 -1.38 -3.44  0.120
H: 0.48 -1.04 -3.77  0.079
H: 1.25 -2.51 -3.40  0.085
H: 2.01 -1.61 -4.65  0.097
H: 3.23 0.69 -4.17  0.091
H: 3.08 1.31 -2.46  0.071
H: 1.75 1.25 -3.43  0.080
H: 3.31 0.89 1.39  0.085
H: 2.23 1.61 0.31  0.078
H: 3.83 1.06 -0.26  0.059
C: -6.34 -4.86 -5.72  -0.081
C: -5.19 -4.83 -4.70  -0.541
C: -3.90 -5.53 -5.25  -0.058
O: -4.72 -3.54 -4.35  -0.197
H: -5.99 -4.28 -6.57  0.073
H: -7.28 -4.45 -5.36  0.070
H: -6.56 -5.87 -6.06  0.072
H: -5.58 -5.26 -3.78  0.121
H: -4.07 -6.58 -5.48  0.069
H: -3.02 -5.40 -4.63  0.069
H: -3.66 -5.25 -6.28  0.068
N: -0.14 -4.04 8.62  -0.028
C: -0.19 -5.40 8.85  -0.139
C: -1.28 -5.65 9.68  -0.105
C: -1.92 -4.36 9.92  -0.102
C: -1.10 -3.35 9.33  -0.122
H: 0.70 -3.63 8.25  0.140
H: 0.59 -6.06 8.49  0.101
H: -1.67 -6.57 10.09  0.084
H: -2.75 -4.28 10.60  0.078
H: -1.24 -2.28 9.45  0.093
N: 8.26 0.80 -5.74  0.026
C: 9.11 1.66 -6.42  -0.148
C: 10.39 1.14 -6.50  -0.108
C: 10.38 0.03 -5.67  -0.121
C: 9.12 -0.09 -5.23  -0.204
H: 7.30 0.86 -5.45  0.148
H: 8.61 2.36 -7.07  0.099
H: 11.10 1.56 -7.19  0.099
H: 11.24 -0.60 -5.52  0.100
H: 8.70 -0.82 -4.55  0.108
N: 5.65 -2.66 7.82  0.021
C: 6.11 -3.94 7.93  -0.163
C: 5.68 -4.74 6.92  -0.139
C: 4.92 -3.95 6.04  -0.104
C: 4.91 -2.65 6.64  -0.137
H: 5.92 -1.86 8.38  0.148
H: 6.75 -4.25 8.75  0.107
H: 5.91 -5.78 6.74  0.096
H: 4.53 -4.17 5.06  0.084
H: 4.59 -1.72 6.19  0.089
N: 2.61 -7.35 -10.49  0.004
C: 2.63 -6.53 -9.35  -0.124
C: 2.05 -7.21 -8.23  -0.082
C: 1.80 -8.54 -8.74  -0.111
C: 2.16 -8.53 -10.09  -0.195
H: 2.85 -7.15 -11.45  0.151
H: 3.13 -5.58 -9.43  0.087
H: 1.95 -6.94 -7.19  0.078
H: 1.49 -9.40 -8.15  0.084
H: 2.22 -9.36 -10.77  0.107
C: 9.64 1.73 3.45  -1.453
Br: 9.89 1.70 5.51  0.459
Br: 8.06 2.88 2.94  0.473
Br: 9.49 -0.04 2.66  0.550
H: 10.52 2.19 3.00  -0.031
C: 1.53 5.68 7.21  -0.052
C: 0.79 5.89 6.07  -0.111
C: 0.28 7.08 5.78  -0.035
C: 0.64 8.17 6.54  -0.174
C: 1.43 8.03 7.70  0.002
C: 1.83 6.78 8.04  -0.060
N: 0.14 9.44 6.17  -0.363
O: -0.64 9.91 6.99  0.103
O: 0.49 9.89 5.09  0.105
H: 2.06 4.74 7.34  0.105
H: 0.60 5.09 5.37  0.113
H: -0.28 7.24 4.88  0.130
H: 1.75 8.88 8.29  0.127
H: 2.43 6.75 8.94  0.110
C: -2.77 -0.78 -11.91  -0.083
C: -2.98 0.58 -12.04  -0.049
C: -3.17 1.31 -10.82  0.034
C: -3.14 0.64 -9.55  -0.123
C: -2.94 -0.78 -9.53  -0.004
C: -2.85 -1.47 -10.70  -0.078
N: -3.17 1.38 -8.31  -0.317
O: -2.99 2.61 -8.37  0.056
O: -3.47 0.86 -7.19  0.012
H: -2.72 -1.34 -12.83  0.105
H: -2.90 1.04 -13.02  0.106
H: -3.33 2.37 -10.99  0.108
H: -2.79 -1.29 -8.59  0.117
H: -2.71 -2.54 -10.62  0.112
C: 0.70 8.60 -1.68  -0.047
C: 0.47 7.37 -1.06  -0.095
C: -0.70 6.72 -1.26  -0.005
C: -1.52 7.16 -2.34  -0.133
C: -1.38 8.39 -2.94  -0.011
C: -0.23 9.12 -2.64  -0.040
N: -2.64 6.35 -2.85  -0.346
O: -3.50 6.93 -3.51  0.071
O: -2.67 5.19 -2.47  0.051
H: 1.59 9.18 -1.47  0.102
H: 1.22 7.15 -0.31  0.108
H: -0.86 5.82 -0.68  0.114
H: -2.02 8.77 -3.73  0.122
H: -0.08 10.15 -2.94  0.103
C: 0.23 -7.55 2.69  -0.071
C: -0.84 -7.32 3.66  -0.024
C: -1.84 -6.34 3.32  0.010
C: -1.76 -5.71 2.03  -0.127
C: -0.71 -5.97 1.16  -0.016
C: 0.32 -6.93 1.44  -0.056
N: -2.82 -4.70 1.62  -0.339
O: -2.69 -3.74 0.85  0.038
O: -3.90 -4.93 2.11  0.065
H: 0.94 -8.30 3.02  0.095
H: -0.87 -7.76 4.64  0.097
H: -2.64 -6.04 3.98  0.107
H: -0.59 -5.60 0.16  0.111
H: 1.14 -7.05 0.75  0.103

Results
Charge: +1
E_HOMO (eV): -7.945
HOMO-LUMO gap (Ha): 0.0686
Strongest force on any atom (Eh/bohr): 0.13433


2.
# C62H84O18

A cluster of 13 separate species, C62H84O18 in total (ωB97M-V with the def2-TZVPD basis set, OMol25).

Last column: Löwdin charge in e.
Positions of all 164 atoms, in Å:
C: -20.70 -11.21 6.09  0.035
C: -20.72 -12.27 5.30  0.023
C: -21.79 -12.34 4.34  -0.347
O: -22.07 -13.40 3.78  0.094
C: -22.71 -11.20 4.20  0.023
C: -22.65 -10.10 4.90  0.014
C: -21.57 -10.04 5.88  -0.369
O: -21.34 -8.95 6.41  0.080
H: -19.91 -11.06 6.86  0.119
H: -20.20 -13.22 5.43  0.093
H: -23.49 -11.34 3.52  0.107
H: -23.33 -9.23 4.79  0.144
C: -15.69 -10.00 7.46  0.021
C: -14.46 -9.95 7.98  0.027
C: -14.21 -9.37 9.28  -0.352
O: -13.09 -9.53 9.82  0.080
C: -15.34 -8.65 9.92  0.020
C: -16.52 -8.68 9.35  0.012
C: -16.83 -9.28 8.03  -0.362
O: -17.86 -9.21 7.36  0.091
H: -15.80 -10.37 6.46  0.106
H: -13.66 -10.49 7.53  0.104
H: -14.99 -8.06 10.76  0.127
H: -17.36 -8.14 9.81  0.125
C: -16.36 -16.20 10.58  0.000
C: -17.34 -16.96 10.17  0.030
C: -17.23 -18.44 10.40  -0.351
O: -17.94 -19.23 9.82  0.094
C: -16.10 -18.91 11.32  0.021
C: -15.19 -18.08 11.70  -0.017
C: -15.40 -16.64 11.54  -0.357
O: -14.73 -15.84 12.24  0.072
H: -16.40 -15.11 10.51  0.114
H: -18.25 -16.68 9.65  0.095
H: -15.90 -19.96 11.51  0.127
H: -14.26 -18.38 12.08  0.115
C: -21.88 -17.68 11.42  0.035
C: -20.75 -17.01 11.30  0.015
C: -20.76 -15.56 11.03  -0.360
O: -19.84 -15.00 10.52  0.098
C: -22.11 -14.89 11.21  0.021
C: -23.25 -15.55 11.33  0.013
C: -23.24 -17.04 11.49  -0.389
O: -24.23 -17.66 11.73  0.121
H: -21.89 -18.76 11.50  0.120
H: -19.79 -17.52 11.39  0.110
H: -22.08 -13.80 11.19  0.109
H: -24.22 -15.04 11.43  0.134
C: -25.50 -15.61 6.99  0.028
C: -24.84 -14.69 7.75  0.050
C: -23.37 -14.48 7.55  -0.343
O: -22.76 -13.87 8.42  0.072
C: -22.69 -15.13 6.37  0.022
C: -23.33 -16.10 5.72  0.015
C: -24.79 -16.26 5.91  -0.399
O: -25.41 -17.05 5.22  0.105
H: -26.56 -15.83 7.04  0.122
H: -25.28 -14.00 8.44  0.109
H: -21.60 -15.03 6.28  0.108
H: -22.90 -16.73 4.93  0.117
C: -14.66 -19.47 6.62  -0.178
C: -13.30 -19.62 7.35  -0.127
C: -13.66 -18.94 8.69  -0.175
O: -14.87 -18.18 8.48  -0.186
C: -15.31 -18.24 7.10  -0.187
H: -15.27 -20.30 6.92  0.111
H: -14.64 -19.49 5.53  0.117
H: -12.46 -19.12 6.85  0.106
H: -12.94 -20.65 7.45  0.110
H: -12.89 -18.31 9.09  0.108
H: -13.95 -19.69 9.42  0.107
H: -14.94 -17.32 6.60  0.131
H: -16.40 -18.40 7.11  0.107
C: -19.22 -17.99 6.56  -0.157
C: -19.80 -18.72 5.30  -0.113
C: -21.11 -19.29 5.93  -0.179
O: -21.62 -18.21 6.76  -0.143
C: -20.42 -17.74 7.39  -0.217
H: -18.62 -17.12 6.35  0.083
H: -18.56 -18.73 7.04  0.091
H: -19.19 -19.50 4.86  0.103
H: -20.09 -18.00 4.52  0.093
H: -21.02 -20.27 6.43  0.127
H: -21.79 -19.40 5.08  0.114
H: -20.34 -18.19 8.38  0.107
H: -20.57 -16.65 7.58  0.110
C: -19.12 -10.33 11.13  -0.128
C: -20.06 -9.42 10.26  -0.146
C: -21.32 -10.28 10.11  -0.157
O: -21.37 -11.16 11.28  -0.160
C: -20.05 -11.49 11.63  -0.214
H: -18.66 -9.67 11.86  0.103
H: -18.37 -10.77 10.50  0.066
H: -19.69 -9.10 9.27  0.093
H: -20.33 -8.54 10.78  0.090
H: -21.29 -10.92 9.20  0.116
H: -22.23 -9.69 10.20  0.117
H: -19.63 -12.45 11.19  0.099
H: -20.15 -11.73 12.70  0.120
C: -21.07 -16.08 2.42  -0.180
C: -19.79 -15.32 2.78  -0.144
C: -19.59 -14.35 1.52  -0.120
O: -20.73 -14.65 0.60  -0.164
C: -21.81 -15.25 1.40  -0.184
H: -21.77 -16.23 3.26  0.085
H: -20.92 -17.06 1.96  0.111
H: -18.92 -15.98 2.92  0.105
H: -19.89 -14.80 3.71  0.054
H: -18.67 -14.58 1.03  0.103
H: -19.66 -13.33 1.92  0.095
H: -22.35 -15.78 0.63  0.117
H: -22.41 -14.50 1.87  0.082
C: -17.59 -13.07 7.67  -0.101
C: -16.76 -13.74 6.50  -0.138
C: -17.81 -14.35 5.58  -0.184
O: -19.00 -14.63 6.39  -0.219
C: -18.82 -14.00 7.69  -0.177
H: -17.89 -12.07 7.43  0.075
H: -17.06 -13.20 8.63  0.099
H: -16.12 -14.54 6.93  0.096
H: -16.11 -13.07 5.90  0.114
H: -17.42 -15.27 5.03  0.135
H: -18.20 -13.67 4.86  0.087
H: -18.62 -14.88 8.33  0.093
H: -19.79 -13.55 8.04  0.126
C: -18.53 -8.58 3.84  -0.145
C: -19.52 -8.56 2.68  -0.146
C: -19.38 -10.03 2.09  -0.210
O: -18.82 -10.82 3.08  -0.166
C: -17.90 -10.02 3.77  -0.183
H: -19.08 -8.36 4.75  0.089
H: -17.81 -7.77 3.73  0.105
H: -19.28 -7.82 1.86  0.118
H: -20.53 -8.34 2.97  0.085
H: -18.75 -10.03 1.16  0.127
H: -20.40 -10.40 1.90  0.117
H: -16.99 -9.98 3.22  0.101
H: -17.71 -10.44 4.79  0.111
C: -13.66 -14.51 8.64  -0.168
C: -12.75 -13.96 9.72  -0.129
C: -12.02 -12.77 8.96  -0.160
O: -12.68 -12.62 7.69  -0.155
C: -13.06 -13.94 7.35  -0.196
H: -14.69 -14.17 8.72  0.080
H: -13.71 -15.61 8.56  0.106
H: -12.03 -14.66 10.13  0.107
H: -13.28 -13.51 10.58  0.095
H: -10.94 -12.99 8.90  0.118
H: -12.12 -11.83 9.46  0.082
H: -12.19 -14.53 7.12  0.116
H: -13.66 -13.80 6.48  0.102
C: -16.72 -12.65 13.71  -0.140
C: -15.45 -12.37 12.86  -0.154
C: -16.04 -12.28 11.46  -0.161
O: -17.29 -13.07 11.45  -0.193
C: -17.49 -13.57 12.76  -0.228
H: -17.27 -11.73 13.97  0.112
H: -16.44 -13.15 14.65  0.117
H: -14.77 -13.23 12.92  0.101
H: -14.86 -11.46 13.06  0.119
H: -15.42 -12.74 10.68  0.094
H: -16.36 -11.25 11.14  0.107
H: -17.03 -14.59 12.88  0.118
H: -18.54 -13.63 12.97  0.099

Results
Charge: 0
E_HOMO (eV): -9.239
HOMO-LUMO gap (Ha): 0.2696
Strongest force on any atom (Eh/bohr): 0.06920
Energy above the lowest of the compared OMol25 structures with the same formula, charge and spin (eV): 0.0000